Entry from the OMol25 dataset: C25H43Cl4Cu2N3O as an isolated structure (the ωB97M-V functional and the def2-TZVPD basis).

Geometry as ORCA input:
```
! wB97M-V def2-TZVPD RIJCOSX def2/J DEFGRID3
* xyz 4 1
C -2.00405 0.65409 -4.40491
N -0.61994 0.25234 -4.18855
C 0.27403 0.35067 -5.21583
C 1.54261 -0.16810 -5.08567
C 1.91817 -0.79754 -3.90037
C 0.96606 -0.90746 -2.88384
C -0.26966 -0.27286 -3.00836
C 3.34445 -1.35762 -3.84258
C 3.90895 -2.03218 -4.95532
C 5.25120 -2.40014 -4.99279
N 5.99559 -2.04668 -3.91289
C 5.46250 -1.47704 -2.84169
C 4.11333 -1.12720 -2.76973
C 7.50048 -2.23043 -4.05595
H -2.61420 -0.08809 -4.91967
H -1.99224 1.52310 -5.06275
H -2.35032 0.96745 -3.42002
H -0.14307 0.84842 -6.07878
H 2.28664 -0.04538 -5.85882
H 1.24050 -1.31277 -1.92113
H -1.00739 -0.33304 -2.22189
H 3.18333 -2.15205 -5.74622
H 5.76277 -2.78973 -5.86049
H 6.09939 -1.34095 -1.98015
H 3.73302 -0.64700 -1.88025
H 8.04637 -2.11618 -3.11945
H 7.76045 -1.44128 -4.76147
H 7.81861 -3.09738 -4.63499
Cu 0.90625 1.85525 -0.69469
Cu -1.76770 2.74608 -0.81642
C 2.75968 2.98610 5.24142
C 1.78876 3.03662 4.00921
C 0.56425 2.17650 4.45154
C -0.52898 2.18010 3.30231
N -1.72979 1.20679 3.49823
C -2.78152 1.22325 2.32228
C -4.20185 1.06029 2.99802
C -3.95698 0.88582 4.48407
C -2.66986 1.64291 4.69203
C -1.26626 -0.24306 3.87210
H 2.87119 2.09007 5.85200
H 2.41775 3.76828 5.91920
H 3.73942 3.29569 4.87763
H 2.26744 2.62981 3.11844
H 1.50692 4.06661 3.79058
H 0.05269 2.67417 5.27540
H 0.89893 1.15428 4.62798
H -0.07442 1.89402 2.35382
H -0.96101 3.17438 3.18901
H -2.60248 0.38602 1.64766
H -2.66926 2.16823 1.79075
H -4.87825 0.22607 2.81186
H -4.90358 1.86440 2.77651
H -3.85124 -0.16652 4.74773
H -4.78049 1.33673 5.03779
H -2.00269 1.46745 5.53595
H -2.86947 2.71363 4.64932
H -0.95681 -0.35592 4.91115
H -0.35684 -0.30844 3.27479
H -2.06160 -0.93505 3.59520
O -0.82158 0.60465 -0.16503
H -0.19045 -0.03166 0.22399
Cl -4.66093 -1.83724 0.56902
C -4.28775 -0.31961 -0.34550
C -4.78546 -0.47702 -1.78311
Cl -4.00289 -1.87020 -2.68256
H -3.21631 -0.11963 -0.35615
H -4.80162 0.41102 0.27917
H -4.53076 0.40435 -2.37168
H -5.86954 -0.58543 -1.81674
Cl -1.30051 -3.60936 2.55268
C -0.73845 -2.54128 1.24051
C -0.49400 -3.36803 -0.06417
Cl -1.94487 -4.31678 -0.50847
H 0.18604 -2.06262 1.56348
H -1.53086 -1.82326 1.02923
H 0.33270 -4.07843 -0.06244
H -0.45254 -2.69500 -0.92056
*
```

E ... -6338.032765 Eh
Max |F| ... 2.8 eV/Å
Kohn-Sham gap ... 4.935 eV
ΔE to the lowest compared entry with this formula, charge and spin ... 171.9 kJ/mol
HOMO energy ... -18.61 eV

Löwdin population analysis, charges in e, atoms 1 to 5: atom 1 (C): 0.027, atom 2 (N): -0.076, atom 3 (C): 0.066, atom 4 (C): 0.059, atom 5 (C): -0.094